Entry 1:
{"formula": "C29H24AsMnN7S4", "method": "ωB97M-V/def2-TZVPD", "charge": -2, "e_tot_ev": -176394.829, "homo_energy_ev": [0.28, 0.27], "multiplicity": 2, "e_lumo_ev": [3.83, 3.83], "s_squared": 0.9491, "species": ["As", "Mn", "S", "S", "S", "S", "N", "N", "N", "N", "N", "N", "N", "C", "C", "C", "C", "C", "C", "C", "C", "C", "C", "C", "C", "C", "C", "C", "C", "C", "C", "C", "C", "C", "C", "C", "C", "C", "C", "C", "C", "C", "H", "H", "H", "H", "H", "H", "H", "H", "H", "H", "H", "H", "H", "H", "H", "H", "H", "H", "H", "H", "H", "H", "H", "H"], "xyz": [[-3.670, -1.265, 1.965], [-0.844, -0.139, 0.426], [-4.534, -2.988, 1.074], [-1.549, -1.506, 2.370], [-3.350, 0.068, 0.084], [-4.790, -0.247, 3.409], [-0.623, 2.849, -3.792], [-0.962, 1.366, -1.476], [-0.590, -1.845, -1.159], [-1.080, 1.552, 1.552], [0.648, 4.409, -2.628], [0.842, -1.184, -3.012], [1.629, 0.239, -1.351], [-0.279, 2.489, -1.465], [-2.236, 2.210, 1.601], [-1.539, 0.989, -2.620], [-0.092, 1.775, 2.445], [1.068, 0.893, 2.305], [-2.065, -3.726, -1.555], [-0.149, -1.979, -2.415], [3.481, 1.693, -1.746], [-4.765, 3.438, 1.729], [3.160, -0.907, 2.003], [1.722, -0.214, -2.578], [2.260, 1.074, 3.017], [-0.092, 3.230, -2.639], [-3.780, 3.799, 2.683], [2.504, 1.149, -0.932], [-3.232, 1.906, 0.515], [3.310, 0.181, 2.860], [-1.483, 3.392, 3.549], [-0.293, 2.721, 3.455], [2.684, 0.263, -3.492], [-1.627, -3.825, -2.863], [-4.550, 2.574, 0.710], [-0.653, -2.955, -3.292], [1.977, -1.068, 1.291], [-2.538, 3.167, 2.625], [3.558, 1.233, -3.060], [-1.364, 1.738, -3.764], [0.904, -0.174, 1.390], [-1.514, -2.748, -0.757], [-2.842, -4.352, -1.141], [-2.797, 2.182, -0.451], [1.890, -1.915, 0.612], [3.970, -1.623, 1.892], [-2.033, -4.570, -3.538], [-0.267, -3.011, -4.304], [-5.753, 3.885, 1.814], [-2.142, 0.090, -2.593], [-1.652, 4.092, 4.361], [2.397, 1.443, 0.110], [-1.819, -2.661, 0.277], [4.233, 0.323, 3.413], [2.731, -0.125, -4.503], [-1.821, 1.433, -4.699], [0.481, 2.887, 4.195], [0.978, -1.431, -3.976], [0.997, 4.648, -3.543], [4.169, 2.434, -1.363], [-5.333, 2.327, 0.004], [1.361, 4.439, -1.914], [0.144, 2.796, -0.514], [-4.010, 4.470, 3.501], [4.308, 1.624, -3.738], [2.375, 1.915, 3.694]]}

---

Entry 2:
{"formula": "H6OSi2", "method": "ωB97M-V/def2-TZVPD", "e_tot_ev": -17894.157, "homo_energy_ev": [-4.90, -11.17], "multiplicity": 3, "e_lumo_ev": [0.85, -4.39], "s_squared": 2.0052, "species": ["Si", "Si", "O", "H", "H", "H", "H", "H", "H"], "xyz": [[-0.535, -0.994, -0.065], [1.023, 0.643, 0.007], [0.366, 1.913, 0.899], [-0.127, 1.582, 1.695], [-0.645, -1.364, -1.495], [-0.241, -2.212, 0.777], [-1.674, -0.277, 0.169], [2.189, 0.229, 0.818], [1.275, 1.589, -1.130]]}

---

Entry 3:
{"formula": "C4H7ORu", "method": "ωB97M-V/def2-TZVPD", "charge": 1, "e_tot_ev": -8874.546, "homo_energy_ev": [-11.50, -14.81], "multiplicity": 7, "e_lumo_ev": [-4.59, -6.12], "s_squared": 12.0085, "species": ["Ru", "O", "C", "C", "C", "C", "H", "H", "H", "H", "H", "H", "H"], "xyz": [[3.208, 1.151, 1.108], [1.326, 1.282, 0.963], [-0.242, -0.994, -0.286], [-1.558, -0.240, 0.552], [0.345, 0.934, 0.238], [0.460, 0.172, -1.023], [-0.205, 0.604, -1.784], [1.503, -0.029, -1.296], [-0.715, -1.630, -1.047], [-0.781, 1.380, 0.636], [-2.449, -0.638, 0.033], [0.510, -1.583, 0.268], [-1.402, -0.409, 1.636]]}

---

Entry 4:
{"formula": "C4H5NO", "method": "ωB97M-V/def2-TZVPD", "e_tot_ev": -7762.984, "smiles": "C#C/C(C)=N/O", "homo_energy_ev": -9.32, "e_lumo_ev": 0.91, "species": ["O", "N", "C", "C", "C", "C", "H", "H", "H", "H", "H"], "xyz": [[-1.701, 1.528, -0.177], [-0.333, 1.464, -0.363], [0.081, 0.260, -0.224], [2.588, -0.393, 0.095], [-0.780, -0.928, 0.108], [1.495, 0.017, -0.202], [3.523, -0.760, 0.449], [-1.886, 2.471, -0.267], [-1.394, -1.222, -0.748], [-1.450, -0.671, 0.933], [-0.143, -1.766, 0.396]]}

---

Entry 5:
{"formula": "C6H9NO3", "method": "ωB97M-V/def2-TZVPD", "e_tot_ev": -13999.659, "smiles": "O=C[C@]1(CC(=O)O)CCN1", "homo_energy_ev": -9.87, "e_lumo_ev": 0.43, "species": ["O", "O", "O", "N", "C", "C", "C", "C", "C", "C", "H", "H", "H", "H", "H", "H", "H", "H", "H"], "xyz": [[0.543, -2.834, -0.008], [1.651, -3.830, -1.664], [-3.268, -1.869, -3.566], [-1.855, -2.125, -0.401], [-0.235, -2.493, -2.302], [-2.477, -1.523, -2.727], [-2.413, -3.815, -1.566], [-2.843, -3.214, -0.214], [-1.696, -2.476, -1.835], [0.704, -3.161, -1.308], [-1.723, -4.661, -1.466], [-3.879, -2.850, -0.218], [-0.150, -3.009, -3.265], [-2.249, -0.445, -2.557], [-0.295, -2.257, 0.055], [-2.058, -1.164, -0.079], [-2.667, -3.822, 0.681], [0.134, -1.463, -2.439], [-3.207, -4.071, -2.275]]}

---

Entry 6:
{"formula": "C41H48F3N8O", "method": "ωB97M-V/def2-TZVPD", "charge": 1, "e_tot_ev": -65408.743, "homo_energy_ev": -10.47, "e_lumo_ev": -3.31, "species": ["F", "F", "F", "O", "N", "N", "N", "N", "N", "N", "N", "N", "C", "C", "C", "C", "C", "C", "C", "C", "C", "C", "C", "C", "C", "C", "C", "C", "C", "C", "C", "C", "C", "C", "C", "C", "C", "C", "C", "C", "C", "C", "C", "C", "C", "C", "C", "C", "C", "C", "C", "C", "C", "H", "H", "H", "H", "H", "H", "H", "H", "H", "H", "H", "H", "H", "H", "H", "H", "H", "H", "H", "H", "H", "H", "H", "H", "H", "H", "H", "H", "H", "H", "H", "H", "H", "H", "H", "H", "H", "H", "H", "H", "H", "H", "H", "H", "H", "H", "H", "H"], "xyz": [[-0.338, -2.175, -5.662], [-1.030, -2.069, -3.575], [0.882, -1.177, -4.159], [-2.079, 0.139, -3.892], [-4.431, -5.050, 0.501], [1.012, 1.097, -5.751], [2.601, -0.649, 6.868], [-3.409, 2.143, 1.235], [5.043, -1.817, -1.580], [-3.550, -1.474, 5.189], [0.609, -0.298, 2.038], [0.306, 3.904, -0.418], [5.799, -2.911, -1.543], [0.284, 5.209, -0.682], [3.403, -0.045, 5.994], [5.272, -0.138, 7.464], [-5.142, 2.842, 2.729], [4.417, -4.066, -3.102], [-1.712, -1.591, 6.725], [-4.496, 1.887, 1.960], [2.637, 5.428, -0.403], [-4.627, 4.129, 2.750], [-2.736, -0.866, 4.329], [3.129, -0.998, 8.039], [1.312, -1.647, 0.183], [4.739, 0.231, 6.240], [2.678, 4.072, -0.122], [-3.493, 4.408, 2.004], [5.532, -4.056, -2.282], [1.384, -1.246, 1.510], [-0.123, 1.108, -4.777], [3.977, -1.843, -2.373], [-0.447, -0.059, -0.098], [-4.275, -4.132, -0.448], [4.451, -0.766, 8.386], [-0.402, -1.403, -4.559], [-3.999, -3.344, 2.135], [-2.927, 3.382, 1.263], [-3.032, -1.824, 6.365], [0.371, -1.038, -0.632], [3.620, -2.933, -3.150], [-1.096, -0.058, -4.878], [0.683, 1.440, -7.177], [-0.285, 0.275, 1.235], [-1.404, -0.594, 4.586], [-3.837, -2.404, 1.129], [-4.292, -4.649, 1.763], [-3.977, -2.803, -0.190], [1.414, 6.012, -0.690], [-0.878, -0.964, 5.813], [-1.365, 0.606, -8.412], [0.061, 0.281, -7.952], [1.490, 3.357, -0.144], [0.651, 0.074, -8.832], [0.043, -0.631, -7.366], [-4.861, 0.866, 1.925], [0.054, 2.316, -7.200], [1.515, 0.211, -5.723], [2.944, 0.230, 5.050], [0.161, -0.771, 6.051], [-1.347, -1.899, 7.695], [-3.056, 5.397, 1.996], [1.335, 7.067, -0.909], [-0.802, -0.106, 3.835], [4.825, -1.070, 9.353], [-4.423, -5.420, 2.515], [-3.899, -3.079, 3.178], [3.377, -0.937, -2.378], [6.660, -2.864, -0.887], [-1.909, 1.112, -7.621], [-0.652, 2.047, -4.840], [-4.396, -4.485, -1.467], [1.477, 2.294, 0.073], [4.172, -4.940, -3.691], [2.093, -1.706, 2.189], [-3.859, -2.099, -1.003], [2.736, -2.897, -3.772], [6.182, -4.916, -2.211], [0.273, -1.316, -1.672], [-2.555, 0.947, -4.085], [1.677, 1.798, -5.428], [-6.022, 2.581, 3.300], [-0.694, 5.629, -0.893], [1.623, 1.701, -7.642], [-3.179, -0.583, 3.381], [6.310, 0.061, 7.696], [-1.199, 0.440, -0.695], [3.542, 6.021, -0.393], [3.610, 3.576, 0.114], [1.970, -2.418, -0.194], [-3.714, -2.317, 7.049], [-1.587, -0.154, -5.840], [-0.909, 1.041, 1.684], [-1.914, -0.291, -8.656], [5.344, 0.723, 5.492], [-5.101, 4.901, 3.343], [-3.603, -1.374, 1.366], [-2.038, 3.539, 0.659], [-1.348, 1.264, -9.268], [2.454, -1.489, 8.731], [0.314, 1.064, -3.789]]}

---

Entry 7:
{"formula": "C32H20Cl5O4PdSSb", "method": "ωB97M-V/def2-TZVPD", "charge": -2, "e_tot_ev": -125165.358, "homo_energy_ev": -2.09, "e_lumo_ev": 3.95, "species": ["Sb", "Pd", "Cl", "Cl", "Cl", "Cl", "Cl", "S", "O", "O", "O", "O", "C", "C", "C", "C", "C", "C", "C", "C", "C", "C", "C", "C", "C", "C", "C", "C", "C", "C", "C", "C", "C", "C", "C", "C", "C", "C", "C", "C", "C", "C", "C", "C", "H", "H", "H", "H", "H", "H", "H", "H", "H", "H", "H", "H", "H", "H", "H", "H", "H", "H", "H", "H"], "xyz": [[0.602, 1.461, -2.305], [-0.316, 0.141, -0.482], [0.158, 3.210, 1.141], [2.120, -1.558, -0.132], [4.591, 1.408, 3.680], [2.447, 3.637, 3.259], [4.493, -1.193, 1.947], [2.747, 2.196, -2.504], [-1.933, 0.637, 1.444], [-0.773, -1.254, 1.222], [-2.373, -4.021, 5.278], [-4.234, -2.962, 6.132], [-1.899, -2.341, 3.509], [2.363, 2.176, 2.340], [-1.412, -2.162, -1.850], [0.822, -0.653, -6.147], [1.238, 0.811, 0.669], [0.814, -0.316, -4.802], [0.296, 0.903, -4.372], [-1.922, 3.192, -1.902], [-3.464, -0.489, 3.505], [-4.101, -1.654, -1.517], [-1.793, -0.880, -1.422], [3.278, 0.023, 1.757], [-0.135, 4.421, -2.934], [-3.717, -2.216, 5.086], [-2.260, 5.481, -2.567], [3.329, 1.190, 2.515], [-2.339, -3.166, -2.094], [1.342, 1.981, 1.419], [-2.602, -2.851, 4.570], [-1.628, -0.519, 1.785], [-3.695, -2.918, -1.922], [-3.348, -4.057, 6.299], [0.307, 0.232, -7.085], [-0.950, 5.543, -3.024], [2.244, -0.141, 0.850], [-0.620, 3.240, -2.387], [-2.744, 4.308, -2.000], [-0.227, 1.443, -6.668], [-3.165, -0.655, -1.273], [-4.178, -1.028, 4.577], [-0.231, 1.774, -5.319], [-2.352, -1.128, 2.978], [-3.912, -4.995, 6.239], [-4.428, -3.700, -2.094], [-0.635, 2.135, -7.397], [-2.862, -3.985, 7.282], [-3.762, 4.274, -1.628], [-5.051, -0.541, 4.992], [-0.357, -2.385, -1.976], [-0.563, 6.466, -3.442], [-2.008, -4.152, -2.409], [0.898, 4.451, -3.271], [-2.278, 2.286, -1.419], [-0.643, 2.723, -4.997], [-3.517, 0.312, -0.929], [-5.159, -1.450, -1.378], [0.330, -0.017, -8.141], [1.227, -1.004, -4.071], [1.238, -1.601, -6.468], [-2.900, 6.354, -2.642], [-1.038, -2.827, 3.072], [-3.755, 0.449, 3.052]]}

---

Entry 8:
{"formula": "C31H75N10O10", "method": "ωB97M-V/def2-TZVPD", "charge": 1, "e_tot_ev": -68721.220, "homo_energy_ev": -10.10, "e_lumo_ev": -1.93, "species": ["O", "O", "O", "O", "O", "O", "O", "O", "O", "O", "N", "N", "N", "N", "N", "N", "N", "N", "N", "N", "C", "C", "C", "C", "C", "C", "C", "C", "C", "C", "C", "C", "C", "C", "C", "C", "C", "C", "C", "C", "C", "C", "C", "C", "C", "C", "C", "C", "C", "C", "C", "H", "H", "H", "H", "H", "H", "H", "H", "H", "H", "H", "H", "H", "H", "H", "H", "H", "H", "H", "H", "H", "H", "H", "H", "H", "H", "H", "H", "H", "H", "H", "H", "H", "H", "H", "H", "H", "H", "H", "H", "H", "H", "H", "H", "H", "H", "H", "H", "H", "H", "H", "H", "H", "H", "H", "H", "H", "H", "H", "H", "H", "H", "H", "H", "H", "H", "H", "H", "H", "H", "H", "H", "H", "H", "H"], "xyz": [[42.249, -52.072, 7.508], [38.098, -44.650, 4.814], [42.495, -50.866, -0.402], [38.295, -50.401, 12.555], [39.875, -53.000, 11.560], [35.422, -46.815, 8.539], [38.502, -49.910, 6.592], [40.358, -54.210, 4.629], [41.921, -47.782, 6.333], [40.389, -46.249, 9.186], [43.025, -48.657, 4.514], [41.335, -51.933, 9.558], [40.972, -49.921, 1.099], [33.439, -47.797, 9.384], [38.757, -53.556, 3.122], [39.506, -49.928, 10.118], [38.737, -51.023, 14.718], [40.873, -47.669, 10.755], [40.803, -54.856, 12.099], [36.382, -45.278, 6.059], [35.372, -44.687, 5.256], [40.138, -50.923, 14.615], [39.782, -54.374, 3.539], [33.888, -47.630, 6.893], [43.198, -49.888, 5.095], [39.664, -47.233, 11.511], [34.297, -47.386, 8.311], [42.161, -54.175, 12.200], [33.725, -47.638, 10.803], [37.959, -50.926, 13.653], [41.431, -52.538, 8.329], [41.172, -50.921, 2.208], [37.287, -49.061, 9.268], [42.415, -51.048, 10.137], [39.763, -54.107, 11.897], [38.393, -54.753, 11.936], [42.012, -46.402, 4.424], [37.656, -45.244, 5.876], [40.515, -53.713, 8.053], [42.659, -46.801, 9.188], [38.258, -52.524, 4.047], [42.333, -47.608, 5.092], [41.539, -49.997, -0.016], [41.292, -46.904, 9.742], [40.224, -55.471, 2.556], [36.440, -51.289, 13.730], [38.547, -45.692, 6.925], [38.520, -49.945, 8.980], [39.262, -49.430, 7.815], [38.978, -49.378, 5.379], [41.187, -48.985, -1.186], [38.849, -44.982, 7.393], [42.799, -46.037, 8.581], [37.633, -54.261, 12.343], [42.356, -50.936, 11.170], [43.336, -51.530, 9.905], [34.811, -47.460, 6.329], [40.214, -49.873, 14.510], [39.956, -49.204, 1.110], [43.780, -50.429, 4.430], [38.033, -55.105, 11.041], [39.403, -55.658, 2.010], [43.525, -48.405, 3.592], [36.289, -45.908, 6.828], [36.224, -51.778, 12.683], [38.302, -46.488, 7.621], [42.703, -55.074, 12.152], [41.578, -48.157, 11.297], [41.237, -54.534, 7.907], [40.522, -48.336, -0.577], [40.354, -51.251, 15.512], [32.860, -47.580, 11.290], [33.956, -46.689, 11.054], [40.737, -51.479, 13.955], [41.775, -45.529, 5.032], [37.688, -53.018, 4.641], [39.903, -46.272, 12.048], [39.973, -53.713, 7.238], [40.305, -49.777, 7.812], [43.212, -46.556, 10.173], [39.797, -49.967, 5.351], [40.677, -56.284, 3.210], [38.894, -52.115, 4.893], [41.200, -50.517, 3.144], [39.337, -47.967, 12.290], [37.575, -51.685, 3.543], [35.947, -43.708, 4.943], [39.547, -46.185, 6.506], [42.209, -50.384, 5.328], [40.102, -49.160, 10.427], [41.342, -46.627, 3.709], [42.723, -46.054, 3.729], [40.195, -50.695, 9.649], [38.287, -50.992, 8.632], [38.203, -55.860, 12.438], [33.075, -46.743, 6.820], [35.189, -45.125, 4.438], [36.237, -52.055, 14.499], [40.920, -55.793, 12.412], [38.268, -49.483, 4.578], [36.612, -49.325, 8.555], [42.270, -53.728, 11.260], [34.208, -48.570, 11.061], [40.776, -52.286, 10.302], [38.860, -47.164, 10.814], [32.454, -48.169, 8.983], [38.512, -53.612, 2.264], [42.645, -47.763, 8.726], [39.933, -53.980, 8.919], [43.878, -49.802, 6.254], [35.763, -50.413, 13.864], [37.418, -48.070, 9.179], [42.197, -51.407, 2.336], [38.319, -51.571, 15.550], [39.012, -48.376, 5.392], [33.293, -48.574, 6.751], [39.328, -48.215, 7.618], [40.833, -49.023, -2.215], [40.474, -51.698, 2.160], [42.259, -53.578, 13.141], [39.242, -50.286, 11.085], [40.916, -54.936, 1.934], [36.701, -49.322, 10.248], [42.065, -48.379, -1.263], [42.438, -50.022, 9.756], [34.415, -44.490, 5.564]]}